A gas-phase ion, C5H7N2S (charge +1) in a non-equilibrium geometry. Source: the OMol25 dataset; level of theory: ωB97M-V with the def2-TZVPD basis set.

Summary:
Structure (SMILES) = CC(=S)[n+]1cc[nH]c1
M = 127.192 g mol⁻¹
Charge = +1
E = -19105.8499 eV
Kohn-Sham gap = 0.293 Ha
LUMO level = -5.2 eV

```
15
C5H7N2S (ωB97M-V with the def2-TZVPD basis set)
C -1.9858 0.7483 -0.6024
C -1.0593 -0.2957 -0.6697
C -0.1042 1.4287 0.4382
C 1.3790 -0.3865 -0.0891
C 1.4096 -1.7799 0.4039
N -1.3657 1.7894 0.1094
N 0.0730 0.1570 -0.0543
S 2.7762 0.5889 -0.5898
H -2.9918 0.8331 -0.6675
H -1.2125 -1.2954 -1.0391
H 0.6960 2.0492 0.7762
H 2.3511 -2.3766 0.2207
H 0.5358 -2.3018 -0.0182
H 1.3658 -1.7917 1.5449
H -1.8671 2.6329 0.2367
```


A gas-phase ion, C12H17N2O (charge +1) in a non-equilibrium geometry. Source: the OMol25 dataset; level of theory: ωB97M-V with the def2-TZVPD basis set.

Summary:
Structure (SMILES) = C=C[N@@H+](C)CCCC(=O)c1ccccn1
M = 205.281 g mol⁻¹
Charge = +1
E = -17738.6788 eV
Kohn-Sham gap = 0.339 Ha
LUMO level = -3.8 eV

```
32
C12H17N2O (ωB97M-V with the def2-TZVPD basis set)
C -4.4439 -1.2710 0.2133
C -5.1243 -0.2973 -0.4603
C -3.1716 -1.1344 0.7150
C -4.3936 0.8550 -0.6312
C -2.5216 0.0485 0.4228
C 0.9739 1.9979 0.6133
C -0.5100 1.6309 0.1782
C 1.9351 1.2089 -0.3165
C 0.8747 -2.1642 -1.2261
C 1.5819 -1.0650 -1.1420
C -1.0249 0.3063 0.6220
C 2.9522 -0.7584 0.8941
N -3.1415 1.0286 -0.2642
N 1.9027 -0.2726 0.0007
O -0.3043 -0.5983 1.0814
H -4.9487 -2.1816 0.4146
H -6.1271 -0.5071 -0.7189
H -2.7684 -1.8345 1.2780
H -4.8826 1.7815 -0.9889
H 1.0631 3.0087 0.3785
H 1.1777 1.8785 1.6715
H -1.0798 2.4620 0.7058
H -0.7285 1.7683 -0.9383
H 1.5592 1.2845 -1.4228
H 2.9349 1.5847 -0.3067
H 0.6271 -2.7033 -2.0666
H 0.4116 -2.5951 -0.2600
H 1.9843 -0.6448 -2.0579
H 3.8325 -0.1891 0.6817
H 2.6353 -0.5714 1.8562
H 3.3627 -1.8594 0.8240
H 0.9775 -0.6117 0.5764
```


A single C4H6N2O molecule in a non-equilibrium geometry. Source: the OMol25 dataset; level of theory: ωB97M-V with the def2-TZVPD basis set.

Summary:
Structure (SMILES) = N#C[C@@]1(CO)CN1
M = 98.105 g mol⁻¹
E = -9271.2486 eV
Kohn-Sham gap = 0.412 Ha
LUMO level = 0.8 eV

```
13
C4H6N2O (ωB97M-V with the def2-TZVPD basis set)
N 1.6802 -1.8630 -0.8606
C 0.8270 -1.1814 -0.4775
O 1.5475 1.4834 -0.3231
C 0.6227 0.9948 0.6138
C -0.1192 -0.2184 0.0668
C -1.4750 -0.1369 -0.5344
N -1.2845 -0.7039 0.7941
H 2.1919 0.7811 -0.5029
H 1.1027 0.7229 1.5634
H -0.0845 1.8028 0.8077
H -1.7063 -0.7894 -1.3730
H -1.9763 0.8273 -0.5440
H -1.3263 -1.7193 0.7697
```


A molecular structure, C29H36CrN5OS2SeSi2 in a non-equilibrium geometry. Source: the OMol25 dataset; level of theory: ωB97M-V with the def2-TZVPD basis set.

Summary:
<S²> = 6.024
M = 721.903 g mol⁻¹
Charge = -1
Multiplicity = 5
E = -171353.5868 eV
Kohn-Sham gap (spin up / spin down) = 0.189 / 0.256 Ha
LUMO level (spin up / spin down) = 2.4 / 2.4 eV

```
77
C29H36CrN5OS2SeSi2 (ωB97M-V with the def2-TZVPD basis set)
Cr -0.6914 0.0199 0.4506
C 0.7087 2.0363 3.3646
C 1.4549 1.0650 2.4960
O 1.0731 0.7984 1.3533
N 2.6408 0.6098 2.9964
C 3.4122 -0.4718 2.3847
C 3.0364 -1.8611 2.8595
C 4.0050 -2.7043 3.3913
C 3.6370 -3.9706 3.8170
C 2.3115 -4.3449 3.6848
C 1.4219 -3.4322 3.1434
N 1.7650 -2.2169 2.7407
H 0.0777 2.6575 2.7327
H 1.3996 2.6483 3.9454
H 0.0663 1.4827 4.0490
H 2.7513 0.7010 3.9952
H 4.4663 -0.2941 2.6021
H 3.2434 -0.4035 1.3075
H 5.0323 -2.3679 3.4624
H 4.3653 -4.6487 4.2436
H 1.9674 -5.3220 3.9961
H 0.3710 -3.6831 3.0401
C 2.6973 -2.6080 -4.5175
Si 3.3583 -1.7309 -2.9707
C 3.8380 -3.0209 -1.6806
C 4.9655 -0.8327 -3.4545
C 2.1158 -0.3793 -2.5431
C 2.1118 0.7986 -3.2755
C 1.1915 1.8091 -3.0009
C 0.2802 1.6120 -1.9884
N 0.2425 0.4863 -1.2700
C 1.1377 -0.5022 -1.5285
S 0.9521 -1.8569 -0.4971
H 3.4353 -3.3117 -4.9105
H 2.4649 -1.8902 -5.3068
H 1.7838 -3.1636 -4.2984
H 4.7439 -3.5520 -1.9862
H 3.0401 -3.7482 -1.5421
H 4.0203 -2.5635 -0.7076
H 5.7687 -1.5500 -3.6353
H 5.2937 -0.1532 -2.6660
H 4.8389 -0.2452 -4.3661
H 2.8329 0.9402 -4.0739
H 1.2028 2.7375 -3.5558
H -0.4492 2.3695 -1.7259
Se -1.8835 -0.5439 2.7954
C -0.8520 -0.8148 4.2467
N -0.2151 -0.9625 5.2072
S -3.1188 -3.3631 -1.2716
C -2.3050 -2.3596 -0.1193
N -2.2593 -1.0846 -0.3973
C -2.9907 -0.8113 -1.5333
C -3.2560 0.4537 -2.0670
C -3.9914 0.5487 -3.2315
C -4.4717 -0.5842 -3.8908
C -4.2432 -1.8460 -3.3655
C -3.5242 -1.9374 -2.1849
H -1.7511 -2.8135 0.6845
H -2.9075 1.3313 -1.5380
H -4.1982 1.5273 -3.6466
H -5.0355 -0.4887 -4.8095
H -4.6059 -2.7381 -3.8592
C -3.3269 5.7683 0.9470
Si -3.6783 3.9112 1.1365
C -4.0604 3.5670 2.9573
C -5.1647 3.5264 0.0241
C -2.3230 2.7732 0.7046
C -1.6529 1.7559 0.5621
H -4.2322 6.3401 1.1655
H -3.0125 6.0196 -0.0679
H -2.5460 6.1066 1.6301
H -5.0342 3.9527 3.2699
H -3.2986 4.0117 3.6004
H -4.0445 2.4905 3.1356
H -6.0595 4.0786 0.3204
H -5.3970 2.4606 0.0545
H -4.9429 3.7818 -1.0145
```


A molecular structure, C35H26IO3PReS. Source: the OMol25 dataset; level of theory: ωB97M-V with the def2-TZVPD basis set.

Summary:
<S²> = 0.758
M = 870.742 g mol⁻¹
Charge = +2
Multiplicity = 2
E = -73201.3263 eV
Kohn-Sham gap (spin up / spin down) = 0.248 / 0.256 Ha
LUMO level (spin up / spin down) = -7.2 / -7.0 eV

```
68
C35H26IO3PReS (ωB97M-V with the def2-TZVPD basis set)
Re -0.7536 -0.4660 -0.5485
I -1.6000 1.3121 1.1271
C -0.1262 2.6981 0.5881
C -0.0374 3.9261 1.1750
C 1.0050 4.7833 0.7700
C 1.9105 4.3678 -0.1664
C 1.8140 3.0856 -0.7578
C 2.7730 2.6270 -1.6949
C 2.6948 1.3724 -2.2385
C 1.6148 0.5414 -1.9046
C 0.6284 0.9284 -1.0062
C 0.7512 2.2239 -0.3940
H -0.7380 4.2476 1.9343
H 1.0847 5.7647 1.2158
H 2.7217 5.0192 -0.4655
H 3.5832 3.2910 -1.9714
H 3.4422 1.0261 -2.9397
H 1.5646 -0.4383 -2.3679
O 0.0426 -1.8474 0.5225
P 0.6308 -3.1008 1.2517
C 1.7171 -3.8824 0.0790
C 1.5687 -5.2202 -0.2779
C 2.4176 -5.7711 -1.2300
C 3.3974 -4.9886 -1.8246
C 3.5427 -3.6488 -1.4736
C 2.7061 -3.0938 -0.5224
C -0.7147 -4.1590 1.7225
C -1.9585 -4.0795 1.0983
C -2.9652 -4.9610 1.4567
C -2.7283 -5.9234 2.4295
C -1.4913 -6.0031 3.0562
C -0.4824 -5.1193 2.7100
C 1.5233 -2.5729 2.6875
C 2.8763 -2.8651 2.8552
C 3.5248 -2.4519 4.0100
C 2.8282 -1.7533 4.9842
C 1.4762 -1.4660 4.8208
C 0.8195 -1.8776 3.6773
H 0.8022 -5.8302 0.1839
H 2.3154 -6.8133 -1.5010
H 4.0560 -5.4207 -2.5665
H 4.3097 -3.0464 -1.9429
H 2.8200 -2.0510 -0.2444
H -2.1567 -3.3219 0.3501
H -3.9348 -4.8963 0.9823
H -3.5163 -6.6103 2.7075
H -1.3163 -6.7471 3.8211
H 0.4770 -5.1704 3.2115
H 3.4190 -3.4190 2.1007
H 4.5724 -2.6809 4.1490
H 3.3374 -1.4366 5.8846
H 0.9383 -0.9330 5.5929
H -0.2392 -1.6754 3.5578
O 2.5320 -3.9289 -5.0544
C 2.3982 -2.6566 -4.6584
O 3.3259 -1.9019 -4.6308
C 1.0520 -2.2240 -4.1471
C 0.4591 -2.9227 -3.1167
C -0.6724 -2.3937 -2.4870
C -1.1926 -1.1650 -2.9130
S -2.4826 -0.4087 -1.9419
C -0.6155 -0.4942 -4.0087
C 0.4999 -1.0193 -4.6112
H 1.6770 -4.3677 -5.1476
H 0.8751 -3.8653 -2.7825
H -1.2059 -2.9834 -1.7520
H -1.0346 0.4465 -4.3406
H 0.9789 -0.4940 -5.4274
```


12 unconnected molecules or ions with the total composition C30H84N2O12 in a non-equilibrium geometry. Source: the OMol25 dataset; level of theory: ωB97M-V with the def2-TZVPD basis set.

Summary:
Structure (SMILES) = NC(N)=O.CC(C)O.CC(C)O.CC(C)O.CC(C)O.CC(C)O.CC(C)O.CC(C)O.CCO.CCO.CCO.CCO
M = 665.004 g mol⁻¹
E = -60022.0670 eV
Kohn-Sham gap = 0.349 Ha
LUMO level = 0.3 eV

```
128
C30H84N2O12 (ωB97M-V with the def2-TZVPD basis set)
C 18.2875 15.0508 1.4657
O 17.4973 15.6426 2.2051
N 18.5706 15.4377 0.1780
N 19.0162 13.9810 1.9057
H 18.0594 16.1918 -0.2366
H 19.3489 15.0008 -0.3078
H 19.1926 13.8473 2.8931
H 19.6239 13.5502 1.2319
C 22.9273 17.0809 -0.5124
C 21.4152 16.9737 -0.6312
O 20.8172 17.9586 0.2049
H 23.1731 18.1097 -0.7825
H 23.4405 16.4194 -1.2088
H 23.2173 16.8701 0.5147
H 21.1280 15.9360 -0.4085
H 21.0100 17.1304 -1.6388
H 19.8655 17.9076 0.0741
C 22.6906 15.4038 -3.9236
C 22.3570 16.6574 -4.7476
O 23.4825 17.1797 -5.4163
H 23.6311 15.4408 -3.3790
H 22.5633 14.5508 -4.5865
H 21.9510 15.2982 -3.1254
H 21.9746 17.4376 -4.0724
H 21.4482 16.4134 -5.3114
H 23.2152 17.9740 -5.8872
C 24.3311 9.3078 4.9329
C 23.8581 10.7570 4.8223
O 23.0490 11.0026 5.9628
H 25.0296 8.9884 4.1622
H 23.4852 8.6269 5.0511
H 24.8036 9.2175 5.9162
H 23.2321 10.9121 3.9398
H 24.7560 11.3835 4.7993
H 23.1405 11.9326 6.2431
C 23.2569 13.0622 1.6059
C 23.6511 14.2153 0.6664
O 23.2531 13.8968 -0.6587
H 22.1662 13.0629 1.5852
H 23.6458 13.2162 2.6094
H 23.6542 12.1599 1.1421
H 24.7381 14.3634 0.6958
H 23.1778 15.1731 0.8973
H 24.0021 13.6823 -1.2495
C 26.0942 17.7634 0.7667
C 26.1250 17.9148 2.2598
C 24.8614 17.3288 2.9073
O 27.2613 17.2253 2.7999
H 27.0160 18.1521 0.3334
H 25.2216 18.2797 0.3718
H 25.9927 16.7143 0.4747
H 26.1946 18.9795 2.5064
H 23.9710 17.9212 2.6734
H 24.9013 17.3910 3.9972
H 24.6336 16.2916 2.6546
H 27.4195 17.6403 3.6565
C 26.6798 11.7182 -1.1310
C 26.0151 12.1853 -2.4320
C 24.7450 11.3893 -2.6116
O 25.6204 13.5569 -2.2026
H 26.9932 10.6748 -1.2451
H 25.9744 11.8194 -0.3098
H 27.6145 12.2553 -0.9576
H 26.7335 12.0489 -3.2425
H 25.0074 10.3363 -2.7588
H 24.1493 11.6325 -3.4936
H 24.0814 11.3933 -1.7493
H 26.3878 14.1036 -2.0048
C 29.4248 12.7483 3.1670
C 28.6577 13.9071 2.5705
C 27.2865 13.5152 2.0828
O 28.5465 14.8800 3.6190
H 30.4679 13.0365 3.3115
H 29.4956 11.8504 2.5434
H 29.0073 12.3788 4.1042
H 29.2522 14.3722 1.7766
H 26.7063 14.3811 1.7558
H 26.7223 13.0613 2.9050
H 27.3567 12.7437 1.3150
H 27.9081 15.5429 3.3025
C 20.3913 11.7910 6.6186
C 20.7630 12.1498 5.1606
C 21.0034 10.9362 4.2821
O 19.8258 13.0553 4.5817
H 19.9382 10.8037 6.6940
H 19.8518 12.5929 7.1172
H 21.3661 11.7019 7.1091
H 21.7193 12.6886 5.2244
H 21.6521 10.1844 4.7163
H 21.3475 11.3128 3.3169
H 20.0189 10.4975 4.0802
H 19.5985 13.7477 5.2046
C 20.6503 12.6626 -3.0711
C 20.1948 12.4710 -1.6294
C 20.6906 11.2216 -0.9487
O 20.5437 13.6394 -0.8743
H 20.1451 13.5450 -3.4593
H 20.4232 11.7645 -3.6479
H 21.7277 12.8354 -3.1049
H 19.0986 12.5204 -1.6714
H 20.3592 10.2772 -1.3805
H 20.4731 11.2382 0.1199
H 21.7839 11.1953 -1.0123
H 21.5164 13.7793 -0.9940
C 25.2936 13.1546 7.4761
C 24.4656 14.3018 6.9129
C 25.0006 15.0215 5.6973
O 23.1346 13.8030 6.6756
H 24.7812 12.6457 8.2911
H 26.1773 13.6045 7.9343
H 25.5553 12.4263 6.7107
H 24.3367 15.0709 7.6862
H 25.0754 14.4102 4.7930
H 25.9821 15.4689 5.8757
H 24.3637 15.8679 5.4294
H 22.5823 14.5589 6.4202
C 21.5742 17.7153 4.5795
C 20.9021 16.3415 4.6427
C 21.6282 15.4483 3.6394
O 21.0229 15.7759 5.9590
H 20.9086 18.4446 5.0552
H 21.7544 18.1120 3.5819
H 22.5137 17.7646 5.1334
H 19.8873 16.4474 4.2543
H 21.0406 14.5421 3.4657
H 22.6358 15.1638 3.9504
H 21.7538 15.9257 2.6648
H 20.1097 15.5854 6.2024
```


A molecular structure, C20H28CeF3O5S in a non-equilibrium geometry. Source: the OMol25 dataset; level of theory: ωB97M-V with the def2-TZVPD basis set.

Summary:
<S²> = 0.751
M = 577.616 g mol⁻¹
Multiplicity = 2
E = -63346.6548 eV
Kohn-Sham gap (spin up / spin down) = 0.315 / 0.333 Ha
LUMO level (spin up / spin down) = 0.4 / 0.4 eV

```
58
C20H28CeF3O5S (ωB97M-V with the def2-TZVPD basis set)
O 0.2167 2.1588 -2.5022
C 1.5176 2.1918 -3.1866
C 1.1604 3.3458 -4.0896
H 1.6342 1.2818 -3.7681
H 2.3516 2.3833 -2.5119
C -0.2369 3.2100 -3.4049
H 1.1869 3.0113 -5.1342
H 1.7318 4.2554 -3.8844
C -1.2234 2.6065 -4.3794
H -0.7791 1.7429 -4.8859
H -1.4974 3.3502 -5.1214
H -2.1293 2.2858 -3.8708
C -0.7256 4.3873 -2.5862
H 0.0322 4.6837 -1.8551
H -1.6249 4.0651 -2.0530
H -0.9871 5.2519 -3.2039
Ce -0.8663 -1.4612 1.9812
C -1.3168 -0.5692 4.3733
C 0.0139 -1.0888 4.4041
C 0.8620 -0.2264 3.6345
H 0.3510 -1.9392 4.9919
C 0.0459 0.8340 3.1138
C -1.3032 0.6083 3.5583
H -2.1569 1.2632 3.3676
H -2.1681 -0.9548 4.9342
H 1.9414 -0.3364 3.5001
H 0.3974 1.7006 2.5511
C -3.1466 -2.5484 1.6981
C -3.4496 -1.1667 1.9419
C -3.0078 -0.3995 0.8135
H -3.9967 -0.7874 2.8090
C -2.4226 -1.2922 -0.1355
C -2.5020 -2.6261 0.4054
H -2.1908 -3.5292 -0.1046
H -3.4283 -3.3915 2.3302
H -3.1414 0.6835 0.6768
H -2.0132 -1.0264 -1.1160
O 1.7222 0.3402 -1.8849
C 1.0655 0.7607 -0.6235
C 2.2528 1.3641 0.1008
H 0.5918 -0.0806 -0.0472
H 0.3223 1.5481 -0.8114
C 3.4268 0.4441 -0.2128
H 2.0337 1.5258 1.1571
H 2.4590 2.3039 -0.4162
C 2.8599 -0.3969 -1.3851
H 3.7012 -0.0926 0.7128
H 4.3567 0.9807 -0.5472
H 2.4457 -1.3059 -0.9056
H 3.5407 -0.6797 -2.2221
F -0.1421 -6.5102 2.5051
C -0.1665 -5.6103 1.4918
F 0.4507 -6.1487 0.4113
F -1.4504 -5.3260 1.2074
S 0.7681 -4.0519 1.9824
O -0.0364 -3.4279 3.0856
O 2.0951 -4.4922 2.2830
O 0.5742 -3.1025 0.8277
```


5 unconnected molecules or ions with the total composition C2H13NO4 in a non-equilibrium geometry. Source: the OMol25 dataset; level of theory: ωB97M-V with the def2-TZVPD basis set.

Summary:
Structure (SMILES) = C=CN.O.O.O.O
M = 115.129 g mol⁻¹
E = -11964.1129 eV
Kohn-Sham gap = 0.301 Ha
LUMO level = 0.3 eV

```
20
C2H13NO4 (ωB97M-V with the def2-TZVPD basis set)
C 0.9903 -2.7605 3.2271
C 0.3236 -1.8707 2.4688
N 0.0632 -1.9896 1.1347
H 1.3903 -3.6773 2.8287
H 1.2653 -2.4359 4.2221
H -0.0717 -1.0163 3.0040
H 0.5909 -2.5671 0.5026
H -0.2361 -1.2033 0.5719
H 2.9890 1.6632 1.2289
H 2.2137 0.4601 1.6909
O 2.0924 1.3874 1.4396
H -1.4138 0.2657 -1.7044
H -0.2770 -0.6835 -2.0579
O -0.9349 -0.5016 -1.3752
H -0.1144 -1.6033 -4.7724
H 1.2862 -1.0736 -4.4805
O 0.3879 -0.7866 -4.6886
H -1.9608 4.9881 -0.5808
H -3.0607 5.8021 0.0224
O -2.8748 5.2466 -0.7445
```


What did the fifth record say?
A molecular structure, C35H26IO3PReS. Source: the OMol25 dataset; level of theory: ωB97M-V with the def2-TZVPD basis set.

Summary:
<S²> = 0.758
M = 870.742 g mol⁻¹
Charge = +2
Multiplicity = 2
E = -73201.3263 eV
Kohn-Sham gap (spin up / spin down) = 0.248 / 0.256 Ha
LUMO level (spin up / spin down) = -7.2 / -7.0 eV

```
68
C35H26IO3PReS (ωB97M-V with the def2-TZVPD basis set)
Re -0.7536 -0.4660 -0.5485
I -1.6000 1.3121 1.1271
C -0.1262 2.6981 0.5881
C -0.0374 3.9261 1.1750
C 1.0050 4.7833 0.7700
C 1.9105 4.3678 -0.1664
C 1.8140 3.0856 -0.7578
C 2.7730 2.6270 -1.6949
C 2.6948 1.3724 -2.2385
C 1.6148 0.5414 -1.9046
C 0.6284 0.9284 -1.0062
C 0.7512 2.2239 -0.3940
H -0.7380 4.2476 1.9343
H 1.0847 5.7647 1.2158
H 2.7217 5.0192 -0.4655
H 3.5832 3.2910 -1.9714
H 3.4422 1.0261 -2.9397
H 1.5646 -0.4383 -2.3679
O 0.0426 -1.8474 0.5225
P 0.6308 -3.1008 1.2517
C 1.7171 -3.8824 0.0790
C 1.5687 -5.2202 -0.2779
C 2.4176 -5.7711 -1.2300
C 3.3974 -4.9886 -1.8246
C 3.5427 -3.6488 -1.4736
C 2.7061 -3.0938 -0.5224
C -0.7147 -4.1590 1.7225
C -1.9585 -4.0795 1.0983
C -2.9652 -4.9610 1.4567
C -2.7283 -5.9234 2.4295
C -1.4913 -6.0031 3.0562
C -0.4824 -5.1193 2.7100
C 1.5233 -2.5729 2.6875
C 2.8763 -2.8651 2.8552
C 3.5248 -2.4519 4.0100
C 2.8282 -1.7533 4.9842
C 1.4762 -1.4660 4.8208
C 0.8195 -1.8776 3.6773
H 0.8022 -5.8302 0.1839
H 2.3154 -6.8133 -1.5010
H 4.0560 -5.4207 -2.5665
H 4.3097 -3.0464 -1.9429
H 2.8200 -2.0510 -0.2444
H -2.1567 -3.3219 0.3501
H -3.9348 -4.8963 0.9823
H -3.5163 -6.6103 2.7075
H -1.3163 -6.7471 3.8211
H 0.4770 -5.1704 3.2115
H 3.4190 -3.4190 2.1007
H 4.5724 -2.6809 4.1490
H 3.3374 -1.4366 5.8846
H 0.9383 -0.9330 5.5929
H -0.2392 -1.6754 3.5578
O 2.5320 -3.9289 -5.0544
C 2.3982 -2.6566 -4.6584
O 3.3259 -1.9019 -4.6308
C 1.0520 -2.2240 -4.1471
C 0.4591 -2.9227 -3.1167
C -0.6724 -2.3937 -2.4870
C -1.1926 -1.1650 -2.9130
S -2.4826 -0.4087 -1.9419
C -0.6155 -0.4942 -4.0087
C 0.4999 -1.0193 -4.6112
H 1.6770 -4.3677 -5.1476
H 0.8751 -3.8653 -2.7825
H -1.2059 -2.9834 -1.7520
H -1.0346 0.4465 -4.3406
H 0.9789 -0.4940 -5.4274
```


Question: M of number 6 (C30H84N2O12)?
Answer: 665.004 g mol⁻¹


Question: Look up the E of the third one.
Answer: -9271.2486 eV